a:
Density functional theory data (the ωB97M-V functional and the def2-TZVPD basis) for the molecule C3H3NOS2.

Element x y z (Å)
1 C 0.041 0.968 -0.050
2 C -0.369 -0.465 -0.093
3 C 1.416 1.082 -0.045
4 N -1.613 -0.919 0.038
5 O 2.126 2.034 -0.050
6 S 0.808 -1.724 -0.091
7 S 2.384 -0.570 0.071
8 H -0.577 1.742 0.188
9 H -2.337 -0.397 0.417
10 H -1.879 -1.750 -0.384

**Kohn-Sham gap**: 8.7 eV
**LUMO**: 0.3 eV
**HOMO**: -8.4 eV
**Charge**: 0

b:
Density functional theory data (the ωB97M-V functional and the def2-TZVPD basis) for a cluster of 2 separate species, C3H3NOS2 in total.

Element x y z (Å)
1 C 2.874 0.160 0.666
2 C -0.398 -0.144 -0.923
3 C -1.055 0.067 0.339
4 N 1.703 0.344 0.589
5 O 0.036 0.250 -1.961
6 S -0.783 -1.656 -0.131
7 S -2.761 0.693 0.276
8 H 3.883 0.081 0.777
9 H -0.443 0.515 1.064
10 H -3.056 -0.311 -0.696

**Kohn-Sham gap**: 9.6 eV
**LUMO**: 0.5 eV
**HOMO**: -9.0 eV
**Charge**: 0

The most stable of them is a.

a:
Density functional theory data (the ωB97M-V functional and the def2-TZVPD basis) for a structure of composition C15H38AlBClN2O5P.

Element x y z (Å)
1 C -0.391 0.209 -0.437
2 C -1.563 1.228 -0.988
3 O -2.930 0.859 -0.588
4 B -3.742 0.384 -1.724
5 O -3.215 -0.307 -2.939
6 Al -5.826 0.609 -1.691
7 C -6.780 -1.247 -1.617
8 O -7.327 -1.760 -2.724
9 O -6.843 -1.918 -0.284
10 P -6.579 2.008 0.002
11 O -8.274 2.331 -0.388
12 Cl -5.603 3.921 -0.123
13 H -0.746 -0.906 -0.450
14 H -0.035 0.470 0.671
15 H 0.538 0.325 -1.151
16 H -1.407 1.395 -2.136
17 H -1.342 2.282 -0.472
18 H -3.324 0.400 -3.667
19 H -6.239 1.302 -3.074
20 H -8.479 2.001 -1.328
21 C 5.357 1.278 -2.464
22 C 4.490 2.494 -2.776
23 N 3.344 2.656 -1.878
24 C 2.374 3.648 -2.351
25 C 2.836 5.100 -2.436
26 C 3.645 2.713 -0.445
27 C 4.593 3.806 0.035
28 H 4.763 0.358 -2.458
29 H 6.134 1.170 -3.230
30 H 5.865 1.374 -1.500
31 H 4.119 2.363 -3.800
32 H 5.125 3.386 -2.786
33 H 1.472 3.602 -1.727
34 H 2.036 3.343 -3.349
35 H 2.896 5.563 -1.449
36 H 2.110 5.681 -3.014
37 H 3.804 5.203 -2.933
38 H 4.064 1.745 -0.144
39 H 2.709 2.784 0.123
40 H 5.468 3.919 -0.610
41 H 4.961 3.559 1.037
42 H 4.090 4.772 0.111
43 C 1.125 -5.069 1.200
44 C 0.988 -4.188 2.437
45 N -0.108 -3.218 2.360
46 C -0.056 -2.202 3.416
47 C -0.236 -2.673 4.856
48 C -1.439 -3.763 2.085
49 C -1.992 -4.803 3.053
50 H 1.233 -4.466 0.292
51 H 2.017 -5.700 1.290
52 H 0.267 -5.738 1.076
53 H 1.934 -3.643 2.543
54 H 0.897 -4.831 3.319
55 H -0.798 -1.421 3.207
56 H 0.912 -1.691 3.347
57 H -1.279 -2.913 5.075
58 H 0.055 -1.871 5.542
59 H 0.383 -3.543 5.093
60 H -1.428 -4.207 1.081
61 H -2.162 -2.941 2.001
62 H -1.250 -5.556 3.332
63 H -2.829 -5.333 2.585
64 H -2.379 -4.342 3.964

**Kohn-Sham gap**: 3.3 eV
**LUMO**: 3.5 eV
**HOMO**: 0.1 eV
**Charge**: -2

b:
Density functional theory data (the ωB97M-V functional and the def2-TZVPD basis) for a structure of composition C15H38AlBClN2O5P.

Element x y z (Å)
1 C 0.721 0.052 0.129
2 C 1.869 0.284 1.098
3 O 1.716 1.511 1.775
4 B 2.513 2.608 1.469
5 O 3.150 2.558 0.208
6 Al 2.773 4.343 2.729
7 C 1.882 6.039 1.954
8 O 2.616 6.898 1.402
9 O 0.623 6.082 2.057
10 P 1.936 3.972 4.958
11 O 2.710 5.215 5.753
12 Cl 3.078 2.263 5.687
13 H 0.411 0.989 -0.322
14 H -0.143 -0.385 0.627
15 H 1.038 -0.631 -0.659
16 H 2.817 0.188 0.574
17 H 1.856 -0.499 1.860
18 H 4.095 2.622 0.374
19 H 4.401 4.569 2.917
20 H 3.362 5.607 5.159
21 C 1.009 -4.782 -3.581
22 C 2.078 -4.922 -2.507
23 N 1.746 -4.225 -1.283
24 C 2.863 -4.097 -0.364
25 C 3.447 -5.377 0.249
26 C 0.470 -4.572 -0.689
27 C 0.214 -6.041 -0.318
28 H 0.787 -3.731 -3.768
29 H 1.361 -5.230 -4.512
30 H 0.082 -5.287 -3.307
31 H 3.007 -4.486 -2.886
32 H 2.283 -5.996 -2.351
33 H 2.564 -3.420 0.439
34 H 3.662 -3.576 -0.900
35 H 2.800 -5.795 1.018
36 H 4.403 -5.148 0.723
37 H 3.630 -6.146 -0.504
38 H -0.319 -4.257 -1.377
39 H 0.329 -3.945 0.193
40 H 0.530 -6.723 -1.110
41 H -0.856 -6.196 -0.161
42 H 0.720 -6.329 0.602
43 C -3.181 2.396 -3.042
44 C -3.875 1.885 -1.787
45 N -3.059 2.015 -0.601
46 C -3.571 1.277 0.535
47 C -4.928 1.684 1.128
48 C -2.550 3.351 -0.318
49 C -3.569 4.484 -0.139
50 H -2.212 1.914 -3.169
51 H -3.794 2.174 -3.918
52 H -3.028 3.475 -3.015
53 H -4.090 0.820 -1.920
54 H -4.854 2.389 -1.697
55 H -2.815 1.308 1.322
56 H -3.638 0.224 0.238
57 H -4.863 2.609 1.698
58 H -5.273 0.906 1.814
59 H -5.692 1.805 0.358
60 H -1.867 3.629 -1.123
61 H -1.916 3.289 0.568
62 H -4.349 4.460 -0.905
63 H -3.057 5.443 -0.219
64 H -4.050 4.457 0.838

**Kohn-Sham gap**: 2.9 eV
**LUMO**: 3.5 eV
**HOMO**: 0.6 eV
**Charge**: -2

The most stable of them is b.